The following is a quantum chemistry calculation of a cluster of 11 separate species, C58H65N11O2 in total at a distorted geometry, from the OMol25 dataset.

HOMO, eV: -9.15
Electronic energy, a.u.: -3001.7702
SMILES: CCCCN[C@@H]1CCOC1=O.c1ccncc1.c1ccncc1.c1ccncc1.c1ccncc1.c1ccncc1.c1ccncc1.c1ccncc1.c1ccncc1.c1ccncc1.c1ccncc1
Gap between HOMO and LUMO, eV: 9.8
Largest force on an atom, hartree/bohr: 0.079

```
! RIJCOSX wB97M-V def2-TZVPD def2/J DEFGRID3
* xyz 0 1
C 4.650 -1.349 2.623
C 3.379 -0.343 2.577
C 2.149 -1.240 2.021
C 0.851 -0.330 1.656
N -0.328 -1.042 2.241
C -1.512 -0.160 2.403
C -2.492 -1.094 3.313
C -3.243 -1.988 2.179
O -3.049 -1.263 0.944
C -2.531 0.037 1.189
O -2.897 1.038 0.564
H 4.365 -2.170 3.370
H 4.681 -1.865 1.600
H 5.626 -0.825 2.869
H 3.538 0.550 1.872
H 3.125 0.027 3.637
H 1.934 -2.012 2.831
H 2.542 -1.766 1.084
H 0.764 -0.388 0.516
H 1.000 0.735 2.046
H -0.037 -1.258 3.214
H -1.436 0.780 3.040
H -1.957 -1.715 4.113
H -3.325 -0.408 3.680
H -2.854 -3.045 1.997
H -4.294 -2.065 2.607
C 6.092 5.047 0.919
C 6.680 3.800 0.769
C 5.972 2.687 1.195
N 4.750 2.746 1.748
C 4.205 3.966 1.883
C 4.830 5.137 1.485
H 6.613 5.942 0.597
H 7.665 3.694 0.332
H 6.388 1.690 1.097
H 3.218 3.984 2.335
H 4.343 6.096 1.616
C -4.082 1.741 -2.335
C -4.509 0.429 -2.198
C -5.281 -0.118 -3.211
N -5.643 0.549 -4.318
C -5.218 1.818 -4.425
C -4.440 2.454 -3.471
H -3.475 2.204 -1.565
H -4.249 -0.156 -1.325
H -5.637 -1.142 -3.151
H -5.526 2.334 -5.329
H -4.123 3.480 -3.611
C 4.118 -3.595 -3.060
C 3.766 -4.668 -2.253
C 3.458 -4.417 -0.926
N 3.485 -3.193 -0.373
C 3.830 -2.174 -1.176
C 4.151 -2.321 -2.516
H 4.364 -3.752 -4.105
H 3.732 -5.676 -2.647
H 3.175 -5.221 -0.256
H 3.845 -1.196 -0.702
H 4.420 -1.461 -3.117
C 9.352 -4.637 -1.593
C 8.121 -4.072 -1.294
C 6.977 -4.730 -1.719
N 6.991 -5.881 -2.408
C 8.194 -6.405 -2.686
C 9.394 -5.828 -2.303
H 10.270 -4.153 -1.277
H 8.051 -3.142 -0.743
H 5.991 -4.330 -1.508
H 8.175 -7.335 -3.245
H 10.337 -6.298 -2.553
C 1.210 3.848 7.039
C 0.298 4.325 6.110
C 0.648 4.289 4.770
N 1.822 3.822 4.316
C 2.687 3.368 5.236
C 2.431 3.357 6.598
H 0.973 3.858 8.097
H -0.663 4.716 6.418
H -0.032 4.648 4.004
H 3.629 2.998 4.842
H 3.166 2.976 7.295
C -6.059 -5.619 -4.984
C -5.972 -5.823 -3.616
C -6.158 -4.735 -2.778
N -6.415 -3.491 -3.212
C -6.493 -3.321 -4.544
C -6.326 -4.345 -5.462
H -5.921 -6.446 -5.672
H -5.765 -6.804 -3.208
H -6.103 -4.846 -1.700
H -6.699 -2.306 -4.869
H -6.401 -4.150 -6.525
C 8.842 -0.266 -3.694
C 9.049 1.064 -3.358
C 8.292 1.606 -2.331
N 7.367 0.920 -1.644
C 7.185 -0.364 -1.990
C 7.892 -0.999 -2.998
H 9.415 -0.727 -4.491
H 9.781 1.666 -3.881
H 8.420 2.640 -2.030
H 6.429 -0.893 -1.419
H 7.704 -2.039 -3.233
C 3.196 10.556 -0.543
C 4.561 10.801 -0.545
C 5.421 9.722 -0.669
N 5.011 8.449 -0.785
C 3.685 8.239 -0.778
C 2.744 9.250 -0.663
H 2.491 11.374 -0.449
H 4.949 11.807 -0.452
H 6.497 9.863 -0.679
H 3.381 7.201 -0.871
H 1.686 9.022 -0.666
C -7.911 -0.762 1.518
C -9.096 -1.301 1.997
C -9.296 -1.327 3.368
N -8.408 -0.865 4.262
C -7.270 -0.350 3.772
C -6.977 -0.275 2.420
H -7.718 -0.722 0.451
H -9.847 -1.691 1.322
H -10.208 -1.736 3.792
H -6.570 0.014 4.516
H -6.042 0.154 2.080
C -12.495 -1.860 -0.911
C -11.925 -3.117 -1.050
C -12.658 -4.218 -0.635
N -13.887 -4.139 -0.102
C -14.413 -2.911 0.024
C -13.765 -1.749 -0.364
H -11.953 -0.974 -1.225
H -10.935 -3.239 -1.472
H -12.257 -5.222 -0.726
H -15.407 -2.877 0.460
H -14.239 -0.784 -0.241
*
```

Löwdin atomic charge list, values in e, 2 entries:
1 C -0.125
2 C -0.258


The following is a quantum chemistry calculation of a structure of composition C58H71BF5IN6PSSiTl at a distorted geometry, from the OMol25 dataset.

HOMO, eV: -0.30
Electronic energy, a.u.: -4604.7585
Gap between HOMO and LUMO, eV: 3.9
Largest force on an atom, hartree/bohr: 0.030

```
! RIJCOSX wB97M-V def2-TZVPD def2/J DEFGRID3
* xyz -2 1
Tl -0.798 0.232 -0.724
C -4.329 -2.852 0.055
C -4.685 -1.429 -0.387
C -6.199 -1.215 -0.304
C -4.195 -1.186 -1.777
C -4.785 -1.616 -2.973
C -3.916 -1.188 -3.950
N -2.897 -0.544 -3.359
N -3.074 -0.529 -2.039
B -1.585 -0.218 -4.083
N -1.167 1.251 -3.989
C -1.115 2.071 -5.051
C -0.641 3.292 -4.636
C -0.413 3.129 -3.262
N -0.743 1.894 -2.897
C 0.141 4.170 -2.342
C -0.867 5.309 -2.174
C 1.453 4.710 -2.920
N -0.503 -1.185 -3.552
C 0.507 -1.660 -4.303
C 0.870 -2.894 -3.815
C 0.013 -3.104 -2.725
N -0.786 -2.056 -2.572
C -0.220 -4.388 -1.984
C -1.733 -4.636 -2.006
C 0.330 -4.390 -0.551
H -4.805 -3.088 1.005
H -4.657 -3.581 -0.687
H -3.253 -2.933 0.177
H -4.161 -0.722 0.263
H -6.726 -2.016 -0.818
H -6.531 -1.204 0.732
H -6.483 -0.269 -0.762
H -5.694 -2.169 -3.102
H -3.948 -1.293 -5.018
H -1.765 -0.461 -5.245
H -1.403 1.732 -6.025
H -0.486 4.168 -5.236
H 0.335 3.703 -1.372
H -1.063 5.781 -3.137
H -1.806 4.929 -1.782
H -0.486 6.065 -1.491
H 1.267 5.274 -3.835
H 1.945 5.368 -2.206
H 2.130 3.891 -3.154
H 0.886 -1.106 -5.140
H 1.624 -3.559 -4.191
H 0.279 -5.186 -2.549
H -2.225 -3.752 -1.611
H -2.075 -4.783 -3.031
H -2.014 -5.508 -1.416
H -0.477 -4.357 0.176
H 0.932 -5.278 -0.358
H 0.960 -3.518 -0.396
I 0.314 -1.925 2.383
C 1.764 -2.938 3.586
C 1.275 -3.266 4.846
C 2.048 -3.958 5.759
C 3.327 -4.325 5.405
C 3.861 -3.977 4.149
C 5.195 -4.323 3.871
C 5.792 -3.946 2.685
C 5.059 -3.242 1.756
C 3.708 -2.927 1.944
P 2.960 -2.030 0.521
C 4.164 -0.636 0.598
C 5.211 -0.380 -0.279
C 6.035 0.713 -0.078
C 5.832 1.559 0.997
C 4.794 1.308 1.877
C 3.963 0.226 1.674
C 3.638 -2.991 -0.895
C 3.996 -4.333 -0.834
C 4.480 -4.980 -1.956
C 4.598 -4.306 -3.159
C 4.164 -2.994 -3.251
C 3.658 -2.356 -2.135
C 3.076 -3.262 3.175
H 0.273 -2.966 5.112
H 1.650 -4.206 6.734
H 3.951 -4.880 6.093
H 5.757 -4.860 4.627
H 6.824 -4.203 2.486
H 5.546 -2.917 0.847
H 5.391 -1.027 -1.127
H 6.840 0.909 -0.774
H 6.477 2.414 1.144
H 4.620 1.970 2.711
H 3.135 0.054 2.348
H 3.917 -4.873 0.099
H 4.778 -6.017 -1.890
H 5.018 -4.800 -4.024
H 4.214 -2.466 -4.192
H 3.275 -1.353 -2.223
F 5.675 2.389 -4.170
C 4.758 2.316 -3.167
C 3.712 1.398 -3.216
F 3.609 0.562 -4.276
C 2.793 1.339 -2.192
F 1.781 0.443 -2.287
C 2.867 2.162 -1.041
S 1.762 2.055 0.218
C 3.939 3.089 -1.038
F 4.068 3.954 -0.008
C 4.848 3.168 -2.067
F 5.842 4.090 -2.040
C -2.658 0.397 4.687
C -3.647 0.973 3.673
C -4.558 1.944 4.425
C -4.476 -0.213 3.174
Si -2.659 1.780 2.147
C -3.931 2.815 1.017
C -4.233 4.232 1.508
C -5.275 2.111 0.856
C -3.321 2.908 -0.383
C -1.234 2.974 2.841
C -1.601 3.935 3.976
C -0.051 2.131 3.320
C -0.698 3.830 1.695
H -3.185 -0.203 5.436
H -2.137 1.192 5.215
H -1.929 -0.241 4.194
H -5.014 1.455 5.289
H -5.362 2.312 3.795
H -3.987 2.795 4.782
H -5.270 0.090 2.501
H -3.833 -0.917 2.651
H -4.941 -0.736 4.015
H -4.585 4.228 2.537
H -5.014 4.687 0.889
H -3.359 4.872 1.447
H -5.792 2.006 1.805
H -5.133 1.133 0.418
H -5.926 2.687 0.192
H -2.337 3.359 -0.353
H -3.950 3.507 -1.047
H -3.216 1.918 -0.825
H -1.846 3.404 4.895
H -2.437 4.580 3.713
H -0.742 4.577 4.188
H 0.228 1.404 2.567
H -0.268 1.609 4.246
H 0.811 2.778 3.486
H -1.415 4.574 1.361
H -0.425 3.201 0.856
H 0.203 4.359 2.013
*
```

Löwdin atomic charge list, values in e, 2 entries:
1 Tl 0.619
2 C -0.060


The following is a quantum chemistry calculation of a cluster of 11 separate species, C58H75F7O4 in total at a distorted geometry, from the OMol25 dataset.

HOMO, eV: -8.96
Relative energy (zero: lowest compared OMol25 entry of this formula, charge and spin), eV: 0.660
Electronic energy, a.u.: -3254.9379
SMILES: Fc1ccccc1.Fc1ccccc1.Fc1ccccc1.Fc1ccccc1.Fc1ccccc1.Fc1ccccc1.Fc1ccccc1.CCOCC.CCOCC.CCOCC.CCOCC
Gap between HOMO and LUMO, eV: 9.6
Largest force on an atom, hartree/bohr: 0.056

```
! RIJCOSX wB97M-V def2-TZVPD def2/J DEFGRID3
* xyz 0 1
F 3.556 0.426 6.553
C 2.481 -0.240 6.066
C 1.693 0.322 5.065
C 0.650 -0.455 4.524
C 0.444 -1.748 4.938
C 1.256 -2.278 5.950
C 2.246 -1.513 6.573
H 1.944 1.297 4.674
H 0.033 0.019 3.775
H -0.274 -2.408 4.476
H 1.058 -3.236 6.407
H 2.842 -1.939 7.366
F -0.662 -4.211 -2.621
C -0.889 -3.286 -3.629
C -1.947 -3.369 -4.551
C -2.102 -2.428 -5.548
C -1.212 -1.388 -5.655
C -0.078 -1.326 -4.847
C 0.116 -2.303 -3.846
H -2.671 -4.164 -4.454
H -2.906 -2.344 -6.264
H -1.287 -0.660 -6.449
H 0.609 -0.512 -5.028
H 0.949 -2.289 -3.159
F 4.723 2.396 0.389
C 4.312 2.972 1.552
C 4.037 4.357 1.590
C 3.705 4.994 2.802
C 3.714 4.206 3.922
C 4.003 2.832 3.914
C 4.314 2.219 2.727
H 3.954 4.930 0.678
H 3.336 6.009 2.814
H 3.533 4.670 4.880
H 4.047 2.254 4.825
H 4.609 1.187 2.606
F -5.344 -2.872 -3.621
C -5.701 -2.440 -2.393
C -4.690 -2.613 -1.421
C -5.009 -2.160 -0.142
C -6.294 -1.706 0.152
C -7.305 -1.662 -0.832
C -6.988 -2.063 -2.134
H -3.710 -2.950 -1.724
H -4.241 -2.106 0.615
H -6.480 -1.508 1.197
H -8.312 -1.417 -0.531
H -7.663 -2.090 -2.977
F 3.111 -1.241 -2.465
C 4.395 -1.560 -2.186
C 5.095 -0.917 -1.183
C 6.438 -1.175 -0.981
C 7.064 -2.113 -1.784
C 6.332 -2.779 -2.784
C 4.982 -2.565 -2.927
H 4.685 -0.092 -0.619
H 6.966 -0.542 -0.283
H 8.103 -2.389 -1.684
H 6.846 -3.517 -3.382
H 4.454 -3.159 -3.659
F -1.353 6.233 4.678
C -1.298 5.059 4.045
C -2.497 4.296 3.929
C -2.370 3.081 3.240
C -1.171 2.655 2.736
C 0.007 3.429 2.767
C -0.053 4.611 3.474
H -3.487 4.605 4.230
H -3.272 2.505 3.096
H -1.061 1.714 2.218
H 0.972 3.063 2.449
H 0.852 5.190 3.579
F -3.258 -0.272 2.954
C -4.235 -0.487 3.851
C -4.916 -1.730 3.793
C -5.925 -1.966 4.726
C -6.272 -0.989 5.639
C -5.561 0.181 5.729
C -4.500 0.453 4.824
H -4.609 -2.405 3.008
H -6.315 -2.974 4.734
H -7.114 -1.286 6.247
H -5.707 0.824 6.584
H -3.908 1.354 4.893
C 1.548 3.376 -1.222
C 2.843 3.188 -1.980
O 3.473 4.405 -2.075
C 4.718 4.362 -2.826
C 5.245 5.808 -2.754
H 1.073 4.279 -1.604
H 0.918 2.490 -1.291
H 1.713 3.570 -0.162
H 3.400 2.418 -1.447
H 2.620 2.810 -2.978
H 5.448 3.687 -2.380
H 4.548 4.070 -3.862
H 6.179 5.980 -3.289
H 5.399 6.134 -1.725
H 4.468 6.477 -3.125
C 3.005 -4.452 2.970
C 2.552 -3.916 1.676
O 2.381 -4.907 0.691
C 2.038 -4.467 -0.618
C 1.793 -5.560 -1.608
H 2.260 -5.147 3.356
H 3.911 -5.047 2.850
H 3.232 -3.716 3.741
H 1.656 -3.305 1.787
H 3.222 -3.137 1.312
H 1.277 -3.689 -0.679
H 2.881 -3.942 -1.069
H 1.696 -5.164 -2.619
H 0.922 -6.212 -1.535
H 2.669 -6.203 -1.698
C 1.956 -0.154 0.609
C 0.869 -0.547 -0.417
O -0.417 0.104 -0.030
C -1.570 -0.376 -0.626
C -2.621 0.703 -0.575
H 2.842 -0.789 0.596
H 2.285 0.875 0.469
H 1.647 -0.277 1.647
H 1.113 -0.334 -1.458
H 0.825 -1.633 -0.336
H -1.421 -0.622 -1.677
H -1.932 -1.272 -0.121
H -3.591 0.246 -0.769
H -2.352 1.438 -1.334
H -2.669 1.104 0.437
C -5.962 0.039 -5.793
C -4.933 0.274 -4.728
O -3.834 0.987 -5.306
C -2.876 1.484 -4.371
C -1.768 2.172 -5.112
H -5.469 -0.376 -6.672
H -6.686 -0.705 -5.461
H -6.416 0.985 -6.088
H -5.339 0.714 -3.818
H -4.434 -0.647 -4.424
H -3.356 2.152 -3.656
H -2.441 0.716 -3.731
H -0.992 1.523 -5.519
H -1.240 2.723 -4.334
H -2.129 2.806 -5.923
*
```

Löwdin atomic charge list, values in e, 2 entries:
1 F 0.042
2 C -0.272


> The highest electronic energy belongs to which entry?

C58H65N11O2


> Which formula does entry 2 have?

C58H71BF5IN6PSSiTl


> Number 3 is which compound?

C58H75F7O4